[1]
Computed, not measured: a molecular structure, C33H52BInN8O5SSe2SiTe2, with ωB97M-V/def2-TZVPD.

Geometry as XYZ:
```
106
Properties=species:S:1:pos:R:3
In 0.0216 0.0344 0.2752
C 2.7717 1.3963 3.2199
C 2.1969 1.4266 1.9521
N 1.5551 0.2980 1.7401
N 1.6686 -0.4711 2.8120
C 2.4049 0.1678 3.7291
B 0.9599 -1.8225 2.9230
N -0.5568 -1.6146 2.9784
C -1.4155 -1.7575 3.9969
C -2.6885 -1.5221 3.5263
C -2.5111 -1.2338 2.1760
N -1.2292 -1.3067 1.8724
N 1.2225 -2.6682 1.6697
C 1.5435 -3.9683 1.6204
C 1.4165 -4.4046 0.3198
C 1.0007 -3.2744 -0.3776
N 0.8921 -2.2492 0.4477
H 3.3583 2.1572 3.7007
H 2.2338 2.1873 1.1949
H 2.5999 -0.2713 4.6880
H 1.3388 -2.3966 3.8998
H -1.0718 -2.0160 4.9809
H -3.6125 -1.5459 4.0671
H -3.2470 -1.0012 1.4257
H 1.8262 -4.4947 2.5104
H 1.5728 -5.3887 -0.0747
H 0.7801 -3.1916 -1.4265
Se -3.0206 -0.9201 -3.0872
Te -4.8692 -1.5679 -4.7126
Te -0.6368 -1.3758 -3.2044
Se -1.5286 -0.1174 -1.4391
C -3.2264 4.5065 -1.6178
C -1.8391 4.9415 -1.1508
N -1.6137 4.7488 0.2624
C -2.0854 5.7523 1.1896
C -3.3778 5.3557 1.9002
C -1.0517 3.6209 0.7572
S -0.6196 2.4232 -0.3415
N -0.8874 3.5690 2.0689
C -0.7938 2.4463 2.7676
O -0.9576 1.2836 2.3577
C -0.6025 2.6628 4.2283
C -0.7277 3.9283 4.7905
C -0.6341 4.0923 6.1572
C -0.4075 2.9972 6.9756
C -0.2742 1.7350 6.4205
C -0.3791 1.5667 5.0541
H -3.3034 4.6216 -2.6961
H -4.0075 5.1018 -1.1479
H -3.3931 3.4582 -1.3805
H -1.6770 6.0028 -1.3743
H -1.0880 4.3664 -1.7016
H -2.2383 6.6783 0.6263
H -1.2967 5.9166 1.9335
H -4.1809 5.2119 1.1819
H -3.6706 6.1334 2.6025
H -3.2268 4.4303 2.4508
H -0.9068 4.7735 4.1446
H -0.7428 5.0781 6.5899
H -0.3383 3.1277 8.0472
H -0.0932 0.8786 7.0566
H -0.2984 0.5829 4.6144
C 4.4309 3.6955 -0.5757
C 4.8839 2.2292 -0.5919
C 5.7518 1.9943 -1.8313
C 5.7125 1.9262 0.6661
O 3.7618 1.3876 -0.5564
Si 2.8362 0.9549 -1.8485
O 1.5603 0.1712 -1.3829
O 3.7467 0.0372 -2.8920
C 4.0588 -1.3228 -2.7419
C 2.8654 -2.1522 -3.2120
C 4.3762 -1.6655 -1.2844
C 5.2804 -1.6110 -3.6230
O 2.6184 2.3746 -2.6479
C 2.0758 2.6094 -3.9286
C 0.8495 1.7384 -4.1486
C 1.6879 4.0909 -3.9886
C 3.1310 2.2837 -4.9912
H 5.2895 4.3629 -0.6432
H 3.8841 3.9138 0.3404
H 3.7714 3.8580 -1.4235
H 6.6351 2.6325 -1.7951
H 5.1790 2.2151 -2.7256
H 6.0641 0.9538 -1.8768
H 6.5812 2.5816 0.7091
H 6.0483 0.8908 0.6511
H 5.1078 2.0750 1.5575
H 2.0137 -1.7832 -2.6581
H 2.9977 -3.2121 -3.0074
H 2.6864 -2.0056 -4.2754
H 3.5000 -1.4813 -0.6685
H 5.1771 -1.0276 -0.9168
H 4.6671 -2.7109 -1.1879
H 5.0548 -1.3728 -4.6601
H 5.5429 -2.6638 -3.5500
H 6.1301 -1.0089 -3.3064
H 0.1751 1.8568 -3.3014
H 1.1758 0.7028 -4.2012
H 0.3103 1.9914 -5.0584
H 0.9408 4.3045 -3.2274
H 1.2730 4.3250 -4.9660
H 2.5585 4.7187 -3.8046
H 3.4779 1.2653 -4.8355
H 3.9842 2.9551 -4.9008
H 2.7017 2.3750 -5.9863
```

Calculated values
- gap between HOMO and LUMO (eV) = 4.097
- 2S+1 = 1
- charge = -2
- E_HOMO (eV) = -0.3
- calculated total energy (eV) = -227075.36629
- ΔE to the lowest compared entry with this formula, charge and spin (kJ/mol) = 418.6

***

[2]
Computed, not measured: a molecular structure, C33H53Br2N3OSi3V, with ωB97M-V/def2-TZVPD.

Geometry as XYZ:
```
96
Properties=species:S:1:pos:R:3
V -0.5940 -0.3652 -0.2934
Br -4.3408 -3.7735 -2.2575
C -4.2351 -2.8966 -0.5889
C -5.1868 -3.1840 0.3966
C -5.1440 -2.5825 1.6259
Br -6.4835 -2.9982 2.9067
C -4.1223 -1.6550 1.9284
C -3.9701 -0.9495 3.1437
C -2.9431 -0.0679 3.2950
C -2.0295 0.1084 2.2436
N -2.1148 -0.5473 1.1102
C -3.1653 -1.4022 0.9280
C -3.1791 -2.0058 -0.3760
O -2.2587 -1.6883 -1.1949
H -5.9734 -3.8922 0.1753
H -4.6810 -1.1151 3.9431
H -2.8040 0.4933 4.2099
H -1.1978 0.7845 2.3213
C -0.2597 1.4076 -4.5672
Si -1.1938 0.2931 -3.3717
C -2.0509 -1.0134 -4.3647
C -2.5067 1.3102 -2.5029
N -0.1410 -0.3552 -2.1464
C 0.7321 -1.4155 -2.4837
C 1.2197 -1.6380 -3.7682
C 2.1289 -2.6543 -4.0385
C 2.5680 -3.4521 -2.9978
C 2.0833 -3.2459 -1.7087
C 1.1399 -2.2561 -1.4185
N 0.6031 -1.9691 -0.1380
Si 0.4454 -3.1890 1.0828
C -1.1178 -4.2041 0.8749
C 0.4355 -2.4336 2.7792
C 1.7919 -4.4934 1.2226
H -0.6060 2.4438 -4.4917
H -0.4027 1.0759 -5.6014
H 0.8131 1.4028 -4.3548
H -2.6284 -0.5437 -5.1697
H -2.7216 -1.5829 -3.7171
H -1.3418 -1.7145 -4.8123
H -3.4483 1.2201 -3.0551
H -2.2407 2.3666 -2.4359
H -2.7215 0.9449 -1.4922
H 0.9066 -0.9842 -4.5761
H 2.4980 -2.7994 -5.0466
H 3.2980 -4.2337 -3.1751
H 2.4719 -3.8557 -0.9111
H -1.9501 -3.8467 1.4922
H -0.9179 -5.2431 1.1586
H -1.4458 -4.1918 -0.1697
H -0.3490 -1.6920 2.9325
H 1.3985 -1.9603 2.9874
H 0.2792 -3.2333 3.5127
H 1.7607 -5.2192 0.4071
H 1.5895 -5.0314 2.1569
H 2.8038 -4.0782 1.2841
C -1.1735 3.4532 0.0598
C 0.3434 3.3361 -0.1690
C 0.9618 4.6937 0.1996
C 0.5598 3.1607 -1.6780
Si 0.9831 1.7178 0.7448
C 2.8291 1.3706 0.1770
C 3.4554 0.3272 1.1171
C 3.7834 2.5679 0.0604
C 2.8328 0.6954 -1.2029
C 1.0862 2.2262 2.6753
C 1.2560 1.0006 3.5935
C 2.2867 3.1335 2.9906
C -0.1364 2.9957 3.2146
H -1.6071 4.1733 -0.6501
H -1.4174 3.8011 1.0630
H -1.6973 2.5069 -0.0882
H 0.5465 5.4695 -0.4625
H 2.0447 4.7109 0.0723
H 0.7460 5.0029 1.2216
H -0.0289 3.9122 -2.2268
H 0.2657 2.1730 -2.0352
H 1.6064 3.3043 -1.9553
H 3.6604 0.7169 2.1145
H 4.4160 -0.0065 0.6970
H 2.8144 -0.5572 1.2112
H 3.9696 3.0891 0.9976
H 3.4290 3.2996 -0.6683
H 4.7535 2.2026 -0.3089
H 2.2463 -0.2160 -1.2125
H 3.8665 0.4123 -1.4530
H 2.4654 1.3373 -2.0035
H 2.0713 0.3478 3.2870
H 0.3644 0.3809 3.6585
H 1.4738 1.3438 4.6173
H 3.2342 2.6010 2.9138
H 2.2007 3.4839 4.0316
H 2.3428 4.0144 2.3510
H -1.1027 2.5408 2.9991
H -0.1839 4.0169 2.8432
H -0.0480 3.0615 4.3097
```

Calculated values
- gap between HOMO and LUMO (spin up / spin down) (eV) = 6.104 / 6.045
- 2S+1 = 3
- charge = -1
- E_HOMO (spin up / spin down) (eV) = -4.2 / -4.2
- calculated total energy (eV) = -231011.66134
- ΔE to the lowest compared entry with this formula, charge and spin (kJ/mol) = 112.2
- ⟨S²⟩ = 2.036

***

Question: Number 2 is which compound?
Answer: C33H53Br2N3OSi3V

***

Question: Number 2 is which compound?
Answer: C33H53Br2N3OSi3V